1.
{"formula": "C40H50CoN7O2S2", "method": "ωB97M-V/def2-TZVPD", "orbital_gap_ev": [4.7506, 4.7826], "s2": 0.76, "total_charge": -1, "fmax_ev_per_a": 0.515, "e_homo_ev": [-2.45, -2.48], "multiplicity": 2, "species": ["Co", "S", "S", "O", "O", "N", "N", "N", "N", "N", "N", "N", "C", "C", "C", "C", "C", "C", "C", "C", "C", "C", "C", "C", "C", "C", "C", "C", "C", "C", "C", "C", "C", "C", "C", "C", "C", "C", "C", "C", "C", "C", "C", "C", "C", "C", "C", "C", "C", "C", "C", "C", "H", "H", "H", "H", "H", "H", "H", "H", "H", "H", "H", "H", "H", "H", "H", "H", "H", "H", "H", "H", "H", "H", "H", "H", "H", "H", "H", "H", "H", "H", "H", "H", "H", "H", "H", "H", "H", "H", "H", "H", "H", "H", "H", "H", "H", "H", "H", "H", "H", "H"], "xyz": [[0.536, 0.590, -0.804], [0.239, -1.524, 2.506], [-0.828, -1.328, -0.780], [4.322, -0.562, -0.098], [-0.992, 3.088, 2.638], [-3.358, -1.693, -1.292], [-2.968, 0.116, 0.050], [1.391, 1.105, 0.943], [-1.370, 1.598, 0.916], [2.184, -0.524, -1.006], [1.327, 2.270, -1.587], [-0.943, 1.726, -0.437], [-4.332, 0.518, -0.142], [2.133, 4.825, -2.369], [0.873, 4.646, -1.917], [2.169, -1.535, -3.233], [2.581, 2.513, -1.998], [2.694, 0.835, 0.892], [-3.085, 1.791, 4.284], [2.757, -2.912, -1.323], [-4.609, 1.551, -1.199], [2.409, -1.651, -1.850], [-2.049, -0.420, 4.822], [3.115, 2.391, 2.643], [-3.839, -0.767, 2.505], [2.327, -2.644, -4.058], [-0.669, -3.063, 2.721], [-2.743, 0.170, 2.418], [-3.709, 1.377, -2.420], [2.713, -3.868, -3.551], [1.543, -1.735, 3.730], [0.921, 2.013, 1.787], [-2.456, -0.932, -0.631], [1.762, 2.685, 2.667], [1.736, -0.235, -3.871], [4.378, -3.588, 0.485], [1.980, -4.286, 0.610], [2.830, 0.332, -4.775], [-0.555, 2.296, 1.837], [-5.266, -0.079, 0.614], [0.464, 3.354, -1.404], [-4.480, 2.964, -0.622], [3.151, -0.174, -0.155], [2.940, -3.192, 0.152], [3.057, 3.738, -2.380], [-0.691, 3.090, -0.742], [-2.334, 0.669, 1.209], [-4.948, -0.919, 1.741], [3.597, 1.453, 1.741], [-2.199, 0.661, 3.751], [0.418, -0.377, -4.630], [2.917, -3.988, -2.189], [-2.724, 2.141, 5.254], [-4.315, -1.698, -0.979], [-0.358, -0.800, -3.989], [2.145, -2.534, -5.121], [-1.198, 1.056, 3.590], [0.161, 5.462, -1.896], [-5.657, 1.403, -1.488], [-1.447, -1.259, 4.468], [3.789, 0.370, -4.257], [-5.703, -1.617, 2.081], [-3.435, 3.191, -0.428], [2.960, -0.291, -5.666], [-3.823, -1.381, 3.397], [0.944, -4.024, 0.391], [3.226, 1.642, -2.039], [3.199, -4.951, -1.777], [2.079, -4.442, 1.686], [-1.133, -3.298, 1.764], [4.631, -4.541, 0.011], [2.443, 5.802, -2.727], [-1.541, 0.014, 5.686], [-3.096, 2.638, 3.602], [0.077, 0.602, -4.972], [-4.108, 1.427, 4.415], [-3.008, -0.795, 5.181], [1.557, 0.481, -3.076], [-3.906, 2.172, -3.141], [-2.662, 1.452, -2.117], [-5.038, 3.067, 0.309], [2.253, -0.924, 3.569], [0.519, -1.022, -5.507], [1.340, 3.420, 3.336], [4.641, 1.185, 1.659], [2.203, -5.238, 0.123], [-1.448, -2.993, 3.482], [-2.989, -2.493, -1.776], [-4.855, 3.696, -1.339], [-3.866, 0.416, -2.915], [3.791, 2.903, 3.316], [0.010, -3.872, 2.979], [5.076, -2.825, 0.151], [2.066, -2.680, 3.576], [2.577, 1.344, -5.095], [2.844, -4.721, -4.205], [-1.379, 3.863, -0.426], [4.492, -3.717, 1.564], [1.176, -1.681, 4.755], [-6.310, 0.126, 0.395], [4.078, 3.850, -2.711], [2.686, -2.292, 0.709]], "lowdin_spin": [0.9513, 0.0002, 0.0109, -0.0002, -0.0016, -0.0002, 0.0006, 0.0311, -0.0004, -0.0070, 0.0018, -0.0126, -0.0005, -0.0014, 0.0038, 0.0002, 0.0000, 0.0035, -0.0001, -0.0003, -0.0001, 0.0001, -0.0001, 0.0011, -0.0002, 0.0001, 0.0002, -0.0019, -0.0002, -0.0001, 0.0000, 0.0052, 0.0011, 0.0015, 0.0045, 0.0000, 0.0000, 0.0005, -0.0001, -0.0001, -0.0004, -0.0001, -0.0005, 0.0000, 0.0032, 0.0003, 0.0006, -0.0013, 0.0009, -0.0002, 0.0011, 0.0000, 0.0000, 0.0002, 0.0006, 0.0000, 0.0000, 0.0003, 0.0000, 0.0000, 0.0000, -0.0001, 0.0000, 0.0002, 0.0000, 0.0000, -0.0002, 0.0000, 0.0000, 0.0000, 0.0000, -0.0002, 0.0000, 0.0000, 0.0000, 0.0000, 0.0000, 0.0045, 0.0000, 0.0001, 0.0000, 0.0000, 0.0000, 0.0003, 0.0002, 0.0000, 0.0000, 0.0002, 0.0000, 0.0000, 0.0000, 0.0000, 0.0000, 0.0000, 0.0000, 0.0000, -0.0005, 0.0000, 0.0000, 0.0000, 0.0004, 0.0000]}

=====

2.
{"formula": "C3Cl5F", "method": "ωB97M-V/def2-TZVPD", "orbital_gap_ev": 8.6333, "fmax_ev_per_a": 3.087, "e_homo_ev": -9.16, "species": ["Cl", "Cl", "Cl", "Cl", "Cl", "F", "C", "C", "C"], "xyz": [[-3.026, -0.348, -0.808], [-0.661, -2.144, 0.618], [-1.599, 2.088, -0.188], [2.409, -1.118, -1.032], [0.727, 0.125, 1.339], [2.143, 1.257, -0.633], [-0.796, -0.399, 0.693], [-1.708, 0.352, -0.046], [2.512, 0.187, 0.057]], "nbo_charge": [0.1217, 0.0534, 0.0762, -0.0176, 0.2117, -0.3458, -0.1572, -0.1498, 0.2072]}

=====

3.
{"formula": "C4H6N2O", "method": "ωB97M-V/def2-TZVPD", "orbital_gap_ev": 10.2632, "fmax_ev_per_a": 2.111, "smiles": "Cc1cc(N)on1", "e_homo_ev": -9.38, "species": ["O", "N", "N", "C", "C", "C", "C", "H", "H", "H", "H", "H", "H"], "xyz": [[-1.174, 1.007, 0.635], [-0.661, 1.161, -0.647], [-0.698, -0.409, 2.516], [-0.620, -0.090, 1.164], [0.133, 0.144, -0.874], [0.999, 0.203, -2.104], [0.128, -0.751, 0.251], [0.934, 1.204, -2.544], [2.053, 0.016, -1.862], [0.696, -0.528, -2.857], [-1.610, -0.310, 2.936], [-0.019, 0.162, 3.013], [-0.164, -1.776, 0.380]], "nbo_charge": [-0.3049, -0.1400, -0.8408, 0.4886, 0.1704, -0.6440, -0.4438, 0.2367, 0.2287, 0.2257, 0.3812, 0.3890, 0.2532]}

=====

4.
{"formula": "C2H8NO", "method": "ωB97M-V/def2-TZVPD", "orbital_gap_ev": 11.4154, "total_charge": 1, "fmax_ev_per_a": 4.336, "e_homo_ev": -16.24, "species": ["O", "N", "C", "C", "H", "H", "H", "H", "H", "H", "H", "H"], "xyz": [[0.864, -0.121, 0.392], [-1.435, 0.490, -0.425], [2.116, -0.397, -0.280], [-2.366, 0.566, 0.470], [-2.016, 0.781, 1.504], [1.012, -0.773, 1.041], [2.207, 0.093, -1.360], [-0.330, 0.166, -0.149], [-3.404, 0.410, 0.343], [-1.768, 0.184, -1.410], [2.351, -1.501, -0.493], [2.770, 0.102, 0.367]], "nbo_charge": [-0.7047, -0.6189, -0.2900, 0.1287, 0.2108, 0.5114, 0.2182, 0.4748, 0.2225, 0.4224, 0.2159, 0.2089]}

=====

Going through the records in order, we get total energy values of -116116.96106; -68436.20335; -9270.66291; -5732.64077 eV.